<w>
This record from the OMol25 dataset describes a cluster of 2 separate species, Br5HSi2 in total. The level of theory is wB97M-V/def2-TZVPD.

Geometry as XYZ:
```
8
Properties=species:S:1:pos:R:3
Si -1.505 -0.427 0.051
Si 1.348 0.539 -0.151
Br -2.050 -1.324 1.986
Br -1.639 -1.968 -1.546
Br 2.561 0.371 -2.006
Br 1.251 2.695 0.453
Br 2.429 -0.555 1.481
H -2.394 0.668 -0.268
```

For the highest occupied orbital energy, the calculation gives -9.198 eV. The calculation puts the LUMO energy at -0.05377 Ha. As for the net charge: 0.

These are the Löwdin partial charges, in e, on atoms 1 to 6: -0.3100, -0.7563, 0.2716, 0.2270, 0.2546, 0.2107

---

<x>
This record from the OMol25 dataset describes a cluster of 2 separate species, Br5HSi2 in total. The level of theory is wB97M-V/def2-TZVPD.

Geometry as XYZ:
```
8
Properties=species:S:1:pos:R:3
Si 1.043 0.201 -0.227
Si 5.377 -0.493 1.430
Br 1.508 2.270 -0.790
Br 1.878 -0.128 1.794
Br 1.887 -1.295 -1.698
Br 5.108 1.178 -0.067
Br 5.273 -2.223 -0.174
H -0.423 0.056 -0.432
```

For the highest occupied orbital energy, the calculation gives -9.678 eV. The calculation puts the LUMO energy at -0.04431 Ha. As for the net charge: 0.

These are the Löwdin partial charges, in e, on atoms 1 to 6: -0.6787, -0.0364, 0.2735, 0.2631, 0.2248, 0.0474

---

Stability check: which of them is least stable? <x>.

---

<w>
This record from the OMol25 dataset describes an isolated molecule of C12H24N2O3. The level of theory is wB97M-V/def2-TZVPD.

Geometry as XYZ:
```
41
Properties=species:S:1:pos:R:3
C 1.709 -1.328 0.594
C 1.285 -1.783 -0.906
C 1.776 0.196 0.729
C 2.430 1.181 -0.247
C 3.885 0.761 -0.472
C 2.228 2.579 0.355
C -1.171 -1.134 -0.525
C -1.695 -2.139 0.536
C -2.386 -0.455 -1.168
C -3.084 0.524 -0.175
C -4.041 1.485 -1.002
C -2.321 1.348 0.800
H 2.589 -2.933 1.356
H 3.412 -2.427 -0.014
H 0.782 -1.583 1.074
H 2.127 0.408 1.783
H 0.663 0.552 0.772
H 1.910 0.830 -1.150
H 4.568 1.405 -0.917
H 3.868 -0.137 -1.145
H 4.529 0.470 0.390
H 1.192 2.836 0.699
H 2.890 2.557 1.247
H 2.522 3.481 -0.230
H -0.431 -2.257 -2.084
H -0.712 -0.323 0.309
H -2.174 0.207 -1.943
H -3.140 -1.232 -1.532
H -3.757 -0.212 0.416
H -4.437 2.339 -0.337
H -3.313 2.019 -1.617
H -4.888 0.948 -1.331
H -2.122 0.829 1.768
H -2.951 2.255 1.131
H -1.243 1.627 0.467
H -1.879 -2.116 2.476
N 2.885 -2.160 0.787
N -0.067 -1.750 -1.284
O 2.086 -2.067 -1.781
O -2.005 -3.239 0.367
O -1.518 -1.562 1.801
```

For the highest occupied orbital energy, the calculation gives -9.011 eV. The calculation puts the LUMO energy at 0.01835 Ha. As for the net charge: 0. Its SMILES is CC(C)C[C@H](NC(=O)[C@@H](N)CC(C)C)C(=O)O.

These are the Löwdin partial charges, in e, on atoms 1 to 6: -0.2707, -0.3757, -0.1677, -0.4127, -0.0798, -0.0757

---

<x>
This record from the OMol25 dataset describes an isolated molecule of C12H24N2O3. The level of theory is wB97M-V/def2-TZVPD.

Geometry as XYZ:
```
41
Properties=species:S:1:pos:R:3
C 0.470 1.870 -1.549
C -0.622 1.109 -0.824
C 1.507 0.952 -2.277
C 2.410 0.208 -1.289
C 0.874 -0.013 -3.268
C 1.877 -0.771 -4.179
C -1.293 0.281 1.328
C -0.877 0.607 2.791
C -1.591 -1.206 1.090
C -0.425 -2.151 0.835
C -1.053 -3.564 0.614
C 0.628 -2.185 1.922
H 0.392 3.591 -0.502
H 1.952 3.186 -1.060
H -0.069 2.226 -2.455
H 2.189 1.638 -2.761
H 3.245 -0.358 -1.779
H 2.921 0.908 -0.583
H 1.820 -0.515 -0.713
H 0.271 -0.726 -2.623
H 0.159 0.581 -3.873
H 1.350 -1.303 -4.970
H 2.470 -1.506 -3.594
H 2.662 -0.051 -4.538
H 0.413 1.284 0.900
H -2.284 0.693 1.210
H -2.234 -1.281 0.201
H -2.241 -1.630 1.865
H 0.011 -1.852 -0.157
H -1.782 -3.553 -0.213
H -1.656 -3.740 1.523
H -0.266 -4.307 0.500
H 1.170 -1.255 2.043
H 0.096 -2.421 2.868
H 1.336 -2.999 1.686
H -2.612 0.015 3.344
N 1.071 2.823 -0.662
N -0.319 0.793 0.422
O -1.669 0.749 -1.364
O 0.195 1.029 3.146
O -1.775 0.378 3.743
```

For the highest occupied orbital energy, the calculation gives -9.626 eV. The calculation puts the LUMO energy at 0.01942 Ha. As for the net charge: 0. Its SMILES is CC[C@H](C)[C@H](N)C(=O)N[C@@H](CC(C)C)C(=O)O.

These are the Löwdin partial charges, in e, on atoms 1 to 6: -0.3145, -0.4635, -0.3569, -0.0694, -0.2258, -0.0977

---

Stability check: which of them is least stable? <w>.

---

<w>
This record from the OMol25 dataset describes an isolated molecule of C4H7P3. The level of theory is wB97M-V/def2-TZVPD.

Geometry as XYZ:
```
14
Properties=species:S:1:pos:R:3
C -0.680 0.566 0.299
C -0.312 -0.690 0.290
C -1.670 1.575 -0.133
C -0.567 -2.071 0.137
P 1.014 0.382 1.039
P 4.074 -0.521 -0.549
P 2.578 0.865 -0.465
H -1.627 1.433 -1.159
H -1.495 2.683 0.091
H -2.698 1.166 0.197
H -0.619 -2.532 1.152
H 0.204 -2.625 -0.520
H -1.447 -2.334 -0.458
H 3.246 2.103 0.079
```

For the highest occupied orbital energy (alpha / beta), the calculation gives -7.160 / -7.451 eV. The calculation puts the LUMO energy (alpha / beta) at -0.03632 / -0.04292 Ha. As for the net charge: 0. Its SMILES is CC1=C(C)P1[PH]#P.

These are the Löwdin partial charges, in e, on atoms 1 to 6: -0.4657, -0.4946, -0.0895, -0.1213, 0.6710, 0.1036

---

<x>
This record from the OMol25 dataset describes an isolated molecule of C4H7P3. The level of theory is wB97M-V/def2-TZVPD.

Geometry as XYZ:
```
14
Properties=species:S:1:pos:R:3
C -1.509 -1.466 0.218
C -0.739 -0.501 -0.056
C 1.238 0.616 0.946
C 0.629 -0.166 -0.212
P -3.299 -1.474 0.354
P -2.062 1.969 -0.439
P -3.437 0.570 -0.085
H -1.091 -2.393 0.467
H 0.459 1.244 1.357
H 2.274 1.105 0.739
H 1.626 -0.065 1.778
H 1.128 -1.067 -0.319
H 0.852 0.401 -1.111
H -4.748 0.808 -0.273
```

For the highest occupied orbital energy (alpha / beta), the calculation gives -7.367 / -7.367 eV. The calculation puts the LUMO energy (alpha / beta) at -0.02808 / -0.02819 Ha. As for the net charge: 0.

These are the Löwdin partial charges, in e, on atoms 1 to 6: -0.5645, -0.2450, -0.1174, -0.3285, 0.5317, 0.3626

---

Stability check: which of them is least stable? <x>.

---

<w>
This record from the OMol25 dataset describes an isolated molecule of C2HCl2F. The level of theory is wB97M-V/def2-TZVPD.

Geometry as XYZ:
```
6
Properties=species:S:1:pos:R:3
C -0.514 -0.472 0.001
C 0.506 0.374 0.001
H -0.356 -1.526 0.004
F 0.367 1.686 -0.001
Cl -2.144 0.080 -0.002
Cl 2.141 -0.143 -0.002
```

For the highest occupied orbital energy, the calculation gives -9.624 eV. The calculation puts the LUMO energy at 0.02975 Ha. As for the net charge: 0. Its SMILES is F/C(Cl)=C\Cl.

Formally, the Löwdin partial charges of the atoms, in units of the elementary charge, are as follows: -0.5816, -0.8616, 0.0606, 0.0255, 0.6379, 0.7193

---

<x>
This record from the OMol25 dataset describes a cluster of 2 separate species, C2HCl2F in total. The level of theory is wB97M-V/def2-TZVPD.

Geometry as XYZ:
```
6
Properties=species:S:1:pos:R:3
C -0.165 0.775 0.029
C -0.059 -0.554 -0.189
F -0.395 1.720 -0.773
Cl 0.742 -1.523 1.046
Cl -0.207 -1.410 -1.637
H 0.085 0.991 1.523
```

For the highest occupied orbital energy, the calculation gives -9.525 eV. The calculation puts the LUMO energy at 0.02270 Ha. As for the net charge: 0.

Formally, the Löwdin partial charges of the atoms, in units of the elementary charge, are as follows: -0.3458, -1.1813, 0.1033, 0.5531, 0.6452, 0.2256

---

Stability check: which of them is least stable? <x>.

---

<w>
This record from the OMol25 dataset describes the ion C4H6NS with charge +1. The level of theory is wB97M-V/def2-TZVPD.

Geometry as XYZ:
```
12
Properties=species:S:1:pos:R:3
C -0.220 2.380 -0.027
C -0.772 -0.938 -0.106
C -0.100 1.194 -0.009
C 1.593 -0.424 -0.103
N 0.188 -0.087 -0.019
S -2.497 -0.478 -0.088
H -0.150 3.414 0.111
H -0.635 -2.080 0.122
H 1.515 -1.412 0.151
H 2.033 0.275 0.598
H 1.886 -0.207 -1.143
H -2.841 -1.637 0.513
```

For the highest occupied orbital energy, the calculation gives -14.570 eV. The calculation puts the LUMO energy at -0.19874 Ha. As for the net charge: +1.

These are the Löwdin partial charges, in e, on atoms 1 to 6: 0.2565, -0.3434, -0.1941, 0.0725, -0.2069, 0.9281

---

<x>
This record from the OMol25 dataset describes the ion C4H6NS with charge +1. The level of theory is wB97M-V/def2-TZVPD.

Geometry as XYZ:
```
12
Properties=species:S:1:pos:R:3
C -0.557 0.711 -0.665
C -1.239 1.229 -1.784
C 1.019 -1.040 0.284
C 0.405 -0.413 1.465
N -0.112 -0.093 0.131
S -0.056 0.325 -3.040
H -2.341 0.948 -1.870
H -0.993 2.365 -1.858
H 2.067 -0.773 -0.095
H 0.723 -1.985 0.030
H -0.451 -0.939 1.961
H 0.805 0.552 1.888
```

For the highest occupied orbital energy (alpha / beta), the calculation gives -13.272 / -13.109 eV. The calculation puts the LUMO energy (alpha / beta) at -0.21900 / -0.22638 Ha. As for the net charge: +1.

These are the Löwdin partial charges, in e, on atoms 1 to 6: -0.0429, -0.4752, 0.0194, 0.0290, -0.0076, 0.5917

---

Stability check: which of them is least stable? <x>.

---

<w>
This record from the OMol25 dataset describes an isolated molecule of C3H3ClFNO. The level of theory is wB97M-V/def2-TZVPD.

Geometry as XYZ:
```
10
Properties=species:S:1:pos:R:3
C -1.295 -0.948 -0.039
C 0.126 -1.211 -0.094
C 1.145 -0.394 -0.077
H -3.348 1.126 -0.009
H -1.983 -1.790 -0.084
H 0.505 -2.208 -0.079
N -1.699 0.289 -0.031
O -3.077 0.232 0.105
F 2.395 -0.912 0.129
Cl 1.172 1.325 -0.021
```

For the highest occupied orbital energy, the calculation gives -9.110 eV. The calculation puts the LUMO energy at 0.01101 Ha. As for the net charge: 0. Its SMILES is O/N=C/C=C(/F)Cl.

These are the Löwdin partial charges, in e, on atoms 1 to 6: -0.1380, -0.1069, -0.7170, 0.0728, 0.1251, 0.1132

---

<x>
This record from the OMol25 dataset describes an isolated molecule of C3H3ClFNO. The level of theory is wB97M-V/def2-TZVPD.

Geometry as XYZ:
```
10
Properties=species:S:1:pos:R:3
C 0.766 -0.513 0.504
C -0.570 -0.005 0.631
C -1.439 0.685 -0.112
H 1.255 0.310 -1.368
H 2.312 -0.939 -0.707
H -1.030 -0.330 1.528
N 1.457 -0.409 -0.685
O 1.200 -1.002 1.514
F -2.600 0.946 0.455
Cl -1.351 1.257 -1.760
```

For the highest occupied orbital energy, the calculation gives -10.137 eV. The calculation puts the LUMO energy at 0.01798 Ha. As for the net charge: 0. Its SMILES is NC(=O)/C=C(/F)Cl.

These are the Löwdin partial charges, in e, on atoms 1 to 6: -0.5655, -0.0239, -0.6946, 0.0727, 0.1045, 0.1227

---

Stability check: which of them is least stable? <w>.